[1]
ORCA calculation (ωB97M-V with the def2-TZVPD basis set) on a molecular structure, C3H9O3Ru in a non-equilibrium geometry.

charge	+1
multiplicity	7
max |F|	2.67	eV/Å
Kohn-Sham gap (alpha / beta)	7.560 / 7.657	eV
HOMO energy (alpha / beta)	-11.38 / -15.47	eV
⟨S²⟩	12.009
lowest unoccupied orbital energy (alpha / beta)	-3.824 / -7.816	eV

Structure (XYZ):
```
16
Properties=species:S:1:pos:R:3:nbo_charge:R:1
C 3.214 -3.630 -0.352 -0.10
O 5.193 0.071 -1.332 -0.93
H 4.127 -3.596 2.134 0.22
O 4.411 -3.050 0.161 -0.62
C 4.875 -3.702 1.335 -0.27
H 3.618 -3.647 -2.474 0.19
H 5.057 -4.768 1.135 0.22
C 2.930 -3.163 -1.758 -0.11
O 3.004 -1.758 -1.809 -0.70
Ru 5.679 -1.736 -0.850 1.26
H 1.917 -3.514 -2.012 0.23
H 3.840 -1.354 -2.249 0.48
H 3.311 -4.727 -0.333 0.22
H 4.521 0.466 -0.766 0.49
H 5.810 -3.215 1.639 0.21
H 2.385 -3.329 0.308 0.21
```



[2]
ORCA calculation (ωB97M-V with the def2-TZVPD basis set) on a gas-phase ion, C3H9O4S (charge +1) in a non-equilibrium geometry.

charge	+1
multiplicity	1
ΔE to the lowest compared entry with this formula, charge and spin	0.0429	eV
max |F|	5.08	eV/Å
Kohn-Sham gap	12.300	eV
HOMO energy	-15.70	eV
lowest unoccupied orbital energy	-3.396	eV

Structure (XYZ):
```
17
Properties=species:S:1:pos:R:3:nbo_charge:R:1
H 2.871 -0.370 0.963 0.25
H 2.267 1.376 0.895 0.21
H -2.408 -0.243 1.739 0.24
H -1.943 1.575 -2.890 0.49
H -1.176 0.088 3.140 0.25
H -0.722 -0.982 1.611 0.21
H 1.608 0.164 1.999 0.20
H -0.256 -0.675 -2.319 0.19
O 1.022 -0.046 0.099 -0.67
O -1.139 0.374 -0.809 -0.71
S -0.071 1.104 0.052 1.87
C -1.129 0.008 -2.144 0.20
C 2.040 0.314 1.041 -0.28
H -2.016 -0.663 -2.481 0.21
O -1.065 1.156 -2.899 -0.69
O -0.799 1.109 1.428 -0.66
C -1.240 -0.145 1.995 -0.31
```



[3]
ORCA calculation (ωB97M-V with the def2-TZVPD basis set) on 2 unconnected molecules or ions with the total composition C3H9OS.

charge	-1
multiplicity	1
ΔE to the lowest compared entry with this formula, charge and spin	0.6394	eV
max |F|	0.41	eV/Å
Kohn-Sham gap	6.777	eV
HOMO energy	-2.65	eV
lowest unoccupied orbital energy	4.128	eV

Structure (XYZ):
```
14
Properties=species:S:1:pos:R:3:nbo_charge:R:1
H 0.443 -1.108 0.861 0.21
H -0.628 -0.407 -1.346 0.50
C -2.276 0.161 -0.522 -0.24
H 1.938 -1.416 0.015 0.20
S 1.097 0.998 -1.370 -0.69
H 1.992 -0.926 1.742 0.17
H -2.448 0.978 -1.229 0.16
H -1.863 0.618 0.387 0.15
H 0.876 1.234 1.057 0.17
C 1.536 0.690 0.368 -0.52
H -3.248 -0.269 -0.254 0.15
O -1.457 -0.850 -1.032 -0.80
C 1.487 -0.780 0.776 -0.62
H 2.550 1.077 0.547 0.17
```



no.,total energy (Ha)
1,-439.7876
2,-818.4917
3,-593.1494